9
Properties=species:S:1:pos:R:3 method="wB97M-V/def2-TZVPD" de_lowest_kcal_mol=116.5 charge=0 homo_energy_ev=-8.54 orbital_gap_ev=8.47
C 0.97461 0.73623 -0.10695
C 1.38637 -0.50327 0.00576
C -1.21432 -0.35120 -0.45322
C -0.04558 -0.21946 0.36107
S -2.67519 -0.00582 0.13482
H 1.21741 1.84798 -0.16858
H 2.09799 -1.17571 0.06524
H -1.08620 -0.42182 -1.56902
H -0.65510 0.09306 1.73090